Entry 1:
The following is a quantum chemistry calculation of a cluster of 3 separate species, C2H3N5O in total, from the OMol25 dataset.

```
! wB97M-V def2-TZVPD RIJCOSX def2/J DEFGRID3
* xyz 0 1
C -1.463 -0.143 0.177
C 0.403 1.387 -0.160
H -2.411 -0.433 -2.320
H -2.925 -1.244 -0.596
H 2.136 1.544 0.254
N -2.478 -0.324 -0.789
N -0.523 0.815 -0.522
N 1.259 1.921 0.584
N 1.956 -1.684 0.386
N 2.712 -0.913 -0.883
O -1.366 -0.754 1.392
*
```

The frontier orbital gap comes out at 7.34 eV. The total energy is -426.5917 Ha. The energy relative to the best compared isomer or geometry (same formula, charge and spin) is 1223.2 kJ/mol.

Entry 2:
The following is a quantum chemistry calculation of an isolated molecule of C2H3N5O, from the OMol25 dataset.

```
! wB97M-V def2-TZVPD RIJCOSX def2/J DEFGRID3
* xyz 0 1
H -1.650 1.420 -0.411
N -0.731 1.891 -0.184
C 0.107 0.977 -0.077
N 1.442 1.375 0.137
N 2.363 0.546 0.077
O 2.179 -0.740 -0.192
N 0.883 -1.325 -0.079
C -0.094 -0.434 -0.071
N -1.401 -0.912 0.015
H -1.770 -0.812 1.007
H -1.325 -1.986 -0.222
*
```

The frontier orbital gap comes out at 9.69 eV. The total energy is -426.8788 Ha. The energy relative to the best compared isomer or geometry (same formula, charge and spin) is 469.4 kJ/mol.

Entry 3:
The following is a quantum chemistry calculation of an isolated molecule of C2H3N5O, from the OMol25 dataset.

```
! wB97M-V def2-TZVPD RIJCOSX def2/J DEFGRID3
* xyz 0 1
H -2.760 -1.315 0.005
N -1.764 -1.095 -0.015
C -1.615 0.162 0.009
N -0.376 0.788 -0.004
C 0.868 0.212 -0.007
N 1.136 -1.140 0.003
N 2.390 -1.246 0.002
O 2.943 -0.007 -0.003
N 1.961 0.930 -0.005
H -2.409 0.916 0.023
H -0.374 1.794 -0.009
*
```

The frontier orbital gap comes out at 10.13 eV. The total energy is -426.9391 Ha. The energy relative to the best compared isomer or geometry (same formula, charge and spin) is 311.1 kJ/mol.

Calculated F_max in order - 0.3099, 0.0619, 0.0118 Eh/bohr